(1)
Here is a cluster of 4 separate species, C13H25IO15S4 in total from OMol25. Energies are from ωB97M-V/def2-TZVPD.

The molar mass comes out at 676.5 g/mol. Its SMILES is CC[C@@H](I)[C@@H]1CCS(=O)(=O)OC1.O=S1(=O)OCCO1.O=S1(=O)OCCO1.O=S1(=O)OCCO1. The calculation puts the HOMO-LUMO gap at 8.87 eV. The value obtained for the total energy is -96037.1407 eV.

XYZ file:
```
58
Properties=species:S:1:pos:R:3:forces:R:3:mulliken_charge:R:1
C 1.67277 -0.76551 -1.85294 0.12 -0.03 -0.01 -1.47
C 0.52701 -0.21745 -2.71699 -0.09 -0.11 -0.04 -0.26
C -0.09559 1.03225 -2.09429 0.18 0.16 0.13 -1.61
I -0.71945 2.42342 -3.61924 -0.09 0.04 -0.15 0.03
C -1.13948 0.80230 -0.96070 -0.08 -0.03 0.08 1.13
C -1.34511 -0.65661 -0.50420 0.03 0.15 -0.06 0.07
C -2.33671 -1.50283 -1.32348 -0.11 -0.11 -0.05 -1.13
S -3.24006 -0.66002 -2.60472 0.17 0.19 0.10 1.36
O -2.41656 -0.62706 -3.77514 -0.14 -0.08 -0.01 -0.56
O -4.56421 -1.19033 -2.67033 0.04 -0.05 -0.11 -0.70
O -3.39590 0.81448 -2.06341 -0.21 -0.03 0.06 -0.33
C -2.52316 1.42340 -1.08479 0.13 0.04 -0.12 -1.00
H 1.55499 -0.51398 -0.79659 -0.02 -0.02 -0.03 0.37
H 2.63148 -0.34843 -2.16683 -0.05 0.04 0.04 0.27
H 1.74634 -1.85251 -1.92608 0.01 0.03 -0.02 0.37
H -0.23956 -0.97228 -2.89735 0.09 0.09 0.01 0.19
H 0.91526 0.03943 -3.70208 0.01 -0.04 0.03 0.54
H 0.72090 1.60826 -1.66096 -0.04 -0.03 -0.05 0.91
H -0.73658 1.32370 -0.08634 0.01 -0.06 0.00 0.28
H -1.74693 -0.58416 0.50503 0.05 -0.10 0.00 -0.53
H -0.39996 -1.18801 -0.42743 -0.04 0.02 0.02 0.38
H -1.84615 -2.30489 -1.87681 0.00 -0.01 0.09 0.41
H -3.09813 -1.94883 -0.68480 0.03 0.01 -0.02 0.47
H -3.02577 1.34031 -0.11758 0.01 0.01 -0.02 0.21
H -2.48038 2.46988 -1.37728 0.04 -0.02 0.05 0.59
O -1.29617 1.38426 2.61011 -0.03 -0.01 0.01 -0.58
S -1.93661 0.24904 3.17258 0.06 -0.01 -0.06 1.15
O -1.30406 -1.02245 3.09967 -0.03 0.03 0.10 -0.49
O -3.41128 0.17571 2.58305 -0.02 -0.01 -0.04 -0.27
C -4.39072 0.13985 3.64109 0.00 0.04 0.00 -0.33
C -3.72788 0.92976 4.75603 -0.02 -0.03 0.01 -0.38
O -2.35067 0.50535 4.68294 0.01 0.01 0.03 -0.31
H -4.57448 -0.89680 3.92183 0.01 0.00 0.01 0.27
H -5.29682 0.60095 3.25956 0.01 0.00 0.00 0.33
H -4.09124 0.67337 5.74641 0.00 0.00 0.00 0.32
H -3.78271 2.00552 4.59101 0.00 0.00 -0.01 0.29
O 3.91999 -4.13238 5.61788 -0.03 0.02 -0.01 -0.54
S 2.66296 -4.25293 4.97002 0.04 -0.07 0.00 1.08
O 2.27854 -5.47925 4.36937 -0.01 0.03 0.01 -0.54
O 2.52300 -3.04808 3.93822 0.02 0.01 0.00 -0.31
C 1.32626 -2.28783 4.19368 0.01 0.02 -0.05 -0.20
C 1.14104 -2.42254 5.69261 -0.06 0.03 -0.02 -0.25
O 1.48342 -3.79534 5.94292 -0.01 -0.01 0.03 -0.34
H 0.49581 -2.71704 3.63680 0.00 -0.02 0.01 0.24
H 1.50559 -1.26851 3.86471 0.02 -0.01 0.00 0.29
H 0.11279 -2.27781 6.01164 0.01 -0.01 0.00 0.25
H 1.81308 -1.77132 6.25279 0.01 0.00 -0.01 0.30
O 2.71452 2.76634 -2.70924 0.01 -0.05 0.16 -0.35
S 3.90861 3.04848 -3.42215 -0.02 0.01 -0.09 0.97
O 5.06022 3.52793 -2.74897 -0.04 -0.03 -0.01 -0.57
O 3.52727 3.99819 -4.64392 0.05 0.05 0.03 -0.30
C 3.89189 3.40130 -5.89922 -0.05 -0.04 -0.02 -0.30
C 3.78987 1.91100 -5.62560 0.01 0.01 -0.04 -0.20
O 4.33512 1.78825 -4.30048 0.04 -0.02 0.02 -0.32
H 4.90782 3.69986 -6.15871 0.00 0.00 0.01 0.27
H 3.18572 3.75459 -6.64533 0.00 -0.01 0.01 0.30
H 4.40393 1.30549 -6.28565 -0.01 0.00 0.01 0.33
H 2.75613 1.56257 -5.63031 -0.01 0.01 0.01 0.17
```
Positions in Å, forces in eV/Å.

(2)
Here is a structure of composition C13H25IrN3OS5 from OMol25. Energies are from ωB97M-V/def2-TZVPD.

The molar mass comes out at 591.9 g/mol. The expectation value of S² is 6.017. The charge is +1. The energy above the lowest of the compared OMol25 structures with the same formula, charge and spin is 51.0 kcal/mol. The spin multiplicity is 5. The calculation puts the HOMO-LUMO gap (alpha / beta) at 7.76 / 5.71 eV. The value obtained for the total energy is -77410.7312 eV.

XYZ file:
```
48
Properties=species:S:1:pos:R:3:forces:R:3:mulliken_spin:R:1
Ir 9.80686 9.53021 4.81096 0.04 0.65 -0.23 2.32
S 14.34896 15.05672 4.13157 1.61 2.27 -0.26 0.08
C 13.37110 13.89212 4.32072 -1.54 -3.59 -0.65 -0.02
S 12.73762 13.32581 5.93061 -0.13 -0.29 -1.75 0.06
C 11.68125 12.10307 5.28402 -2.70 -0.41 1.17 0.14
C 11.61694 11.82534 3.92808 2.18 0.61 -3.48 0.21
S 10.61134 10.84427 2.89615 0.09 -0.12 1.83 0.34
S 12.90647 12.66811 2.82515 -1.50 0.59 4.31 0.06
S 10.28225 11.51459 6.25252 1.84 0.07 -0.86 0.48
N 9.28356 7.15112 7.68802 1.24 -1.23 0.41 0.00
C 8.12326 7.87918 7.16508 0.56 -0.08 1.01 0.11
C 6.98010 7.98702 8.16079 0.13 -0.46 1.60 0.01
C 5.96959 9.01832 7.69107 0.09 0.38 -0.43 0.00
N 6.59560 10.36942 7.76632 -1.39 -0.78 -2.15 0.00
C 5.54234 8.74859 6.21430 0.23 -1.31 -0.61 0.01
C 6.68061 8.33432 5.21746 0.43 0.18 0.00 -0.06
N 7.53349 9.53531 4.87197 0.64 -1.59 -1.54 0.13
C 7.65499 7.31925 5.86892 -2.15 -0.38 -0.21 0.03
H 9.54198 7.55124 8.57840 0.16 0.18 0.21 0.00
H 10.47130 7.50481 6.59532 0.42 0.34 -1.37 -0.01
H 9.26445 6.10944 7.88759 -0.79 1.63 -0.73 0.00
H 8.43523 8.92015 7.06556 0.55 0.06 -0.22 -0.03
H 7.40574 8.22989 9.19848 -0.59 0.08 -1.38 0.00
H 6.49830 7.01296 8.33282 0.02 0.09 -0.32 0.00
H 5.02695 8.94166 8.25839 0.44 0.11 0.17 0.00
H 7.02636 10.60982 8.61213 0.53 0.04 1.58 0.00
H 5.83814 11.01904 7.60451 0.18 0.44 0.03 0.00
H 5.02565 9.61669 5.78345 -0.14 -0.25 0.27 0.00
H 4.85915 7.85422 6.20935 0.31 1.00 0.09 0.00
H 6.28571 7.95390 4.24707 0.06 0.11 0.90 -0.01
H 7.38682 10.16060 5.58738 -0.29 2.05 2.29 0.00
H 7.26166 10.03420 4.03726 -0.38 -0.27 -0.39 0.00
H 8.36505 7.01499 5.12736 0.90 0.05 -0.14 -0.02
H 7.12482 6.40666 6.17653 -0.20 -0.02 -0.51 0.00
C 11.37204 5.61547 4.79819 -1.77 2.29 -1.15 0.01
C 11.92724 7.01246 5.14325 1.80 -2.40 2.29 -0.02
C 12.61277 7.68115 4.02680 -1.48 1.35 -2.19 0.02
C 12.99971 6.78755 6.29888 0.17 0.96 -1.18 0.00
O 10.92935 7.86506 5.68639 -1.35 0.16 1.21 0.14
H 12.11765 4.90027 4.61256 1.13 -0.85 -0.03 0.00
H 10.81692 5.76006 3.83992 -0.02 -0.47 0.65 0.00
H 10.69523 5.29211 5.58315 -0.05 -0.22 0.02 0.00
H 13.20519 7.01945 3.40896 0.65 -0.13 0.41 0.00
H 13.10399 8.58284 4.37736 0.58 -0.07 -0.07 0.00
H 11.87386 8.06356 3.25462 0.37 -0.38 0.86 -0.01
H 13.90675 6.25788 5.87089 -1.30 0.09 0.86 0.00
H 12.53221 6.38544 7.21299 0.45 -0.37 -0.50 0.00
H 13.37045 7.78939 6.54961 -0.04 -0.11 0.16 0.00
```
Positions in Å, forces in eV/Å.

(3)
Here is a structure of composition C13H25N2Ru from OMol25. Energies are from ωB97M-V/def2-TZVPD.

The molar mass comes out at 310.4 g/mol. The expectation value of S² is 8.760. The charge is +2. The spin multiplicity is 6. The calculation puts the HOMO-LUMO gap (alpha / beta) at 8.64 / 6.45 eV. The value obtained for the total energy is -19426.8308 eV.

XYZ file:
```
41
Properties=species:S:1:pos:R:3:forces:R:3:mulliken_spin:R:1
C -2.78579 -0.65705 -1.86123 0.00 -0.48 -0.01 0.04
C -2.73802 0.66113 -1.68156 0.29 0.43 0.26 0.02
H -3.44640 -1.30590 -1.27056 0.42 0.38 -0.26 0.00
H -2.21237 -1.15121 -2.65276 -0.42 0.23 0.08 0.00
H -2.22604 1.31512 -2.39380 0.04 -0.23 0.33 0.00
H -3.25248 1.15868 -0.85173 -0.12 -0.20 -0.47 0.00
Ru 0.26470 -0.02181 0.32477 -6.38 -0.30 1.02 3.80
C 1.66049 -1.25922 -0.80394 1.83 0.68 -0.65 0.11
C 1.13950 -0.41782 -1.84520 0.67 -0.55 -0.11 0.22
C 2.06297 0.98509 -0.23920 2.26 -0.82 -1.28 0.14
C 2.31433 -0.39985 0.18221 1.47 0.41 -1.95 0.12
H 0.68486 -0.76852 -2.76564 -0.12 0.07 0.25 0.02
H 1.07375 1.81669 -2.07840 0.03 -0.39 0.25 0.01
H 2.44597 1.87848 0.23271 -0.01 -0.15 -0.07 0.02
C 1.35741 0.93964 -1.49096 0.64 0.42 0.12 0.16
H 2.97034 -0.73204 0.97934 -0.28 0.09 0.02 0.02
H 1.64370 -2.33991 -0.78423 0.06 0.06 -0.04 0.02
C 0.14100 -2.42880 2.02101 0.17 -0.19 0.03 0.02
N -0.87912 -1.49083 1.51020 -0.21 -0.05 0.32 0.06
C -1.92341 -2.26350 0.79750 -0.01 -0.09 0.36 0.00
C -1.47202 -0.65905 2.60671 -0.18 -0.71 -0.10 0.00
C -0.41674 0.19798 3.26644 0.11 0.28 -0.05 0.00
N 0.28396 1.03261 2.22472 0.54 0.77 2.07 0.12
C -0.45726 2.26381 1.84054 0.17 -0.24 -0.14 0.01
C 1.61252 1.38958 2.79573 0.15 0.13 0.31 0.03
H 0.51764 -3.01610 1.17455 -0.10 0.02 0.35 0.00
H -0.29797 -3.10637 2.77110 0.19 0.19 -0.16 0.01
H 0.97605 -1.86952 2.46072 -0.13 -0.31 -0.03 0.00
H -2.19261 -3.13759 1.40530 -0.04 0.11 -0.18 0.01
H -2.80156 -1.63551 0.66099 0.12 -0.12 -0.04 0.00
H -1.53069 -2.59230 -0.16791 -0.15 -0.03 0.12 0.01
H -2.24362 -0.04443 2.12781 -0.01 -0.11 0.30 -0.01
H -1.93740 -1.34333 3.33730 0.00 0.38 -0.13 0.02
H -0.86956 0.86027 4.02808 0.18 -0.29 -0.31 0.01
H 0.36185 -0.40982 3.76585 -0.54 0.31 -0.21 0.00
H -0.70527 2.89859 2.71006 0.02 -0.28 -0.34 0.02
H 0.20274 2.81322 1.15458 -0.35 0.10 0.20 0.00
H -1.35705 1.95169 1.29298 -0.08 0.39 0.25 0.00
H 1.50276 1.74431 3.83888 0.03 -0.10 -0.51 0.01
H 2.24867 0.49057 2.79571 -0.16 0.44 0.08 0.00
H 2.07638 2.18612 2.20162 -0.11 -0.29 0.30 0.00
```
Positions in Å, forces in eV/Å.

(4)
Here is a structure of composition C13H25NO5Pt from OMol25. Energies are from ωB97M-V/def2-TZVPD.

The molar mass comes out at 470.4 g/mol. The expectation value of S² is 2.005. The energy above the lowest of the compared OMol25 structures with the same formula, charge and spin is 0.0 kcal/mol. The spin multiplicity is 3. The calculation puts the HOMO-LUMO gap (alpha / beta) at 8.70 / 8.96 eV. The value obtained for the total energy is -28857.5174 eV.

XYZ file:
```
45
Properties=species:S:1:pos:R:3:forces:R:3:mulliken_spin:R:1
Pt 1.49105 0.83579 -0.16629 -1.49 0.65 -1.26 1.50
C 4.87862 0.05464 1.70094 -1.45 -0.97 1.58 0.00
C 3.53540 0.33644 1.11830 1.21 0.39 -1.34 -0.03
O 2.86049 1.32923 1.50784 -0.44 -1.08 -0.36 0.08
O 3.17666 -0.39039 0.10126 0.40 0.61 1.76 0.18
H 4.81821 -1.05268 1.82594 0.59 0.78 0.65 0.00
H 5.02389 0.68626 2.59960 -0.06 -0.87 -0.28 0.00
H 5.66957 0.23337 1.03776 0.90 0.39 -1.27 0.00
C 1.89555 1.55213 -4.29333 0.56 -2.63 0.54 0.00
C 1.82509 1.25644 -2.77155 1.54 1.46 -1.86 0.00
O 0.87267 0.59057 -2.34419 -1.59 -1.23 0.98 0.07
O 2.66600 1.77458 -2.00419 0.05 -0.02 0.51 0.11
H 1.62375 0.65568 -4.89961 0.00 0.50 0.68 0.00
H 2.85124 1.86383 -4.66654 0.58 0.33 0.33 0.00
H 1.18559 2.28050 -4.49802 -1.37 1.49 -0.39 0.00
C -1.83884 -2.12120 1.64480 -0.47 -2.45 -0.55 0.00
C -0.76957 -1.57925 0.68980 -0.39 0.99 1.52 -0.02
C -1.19239 -1.72104 -0.76618 -2.64 -1.93 1.09 0.00
C -2.33168 -0.83101 -1.23014 0.42 -1.62 -1.77 0.00
C -1.96824 0.55325 -0.98096 -0.75 1.34 1.14 -0.01
C -1.69184 0.79400 0.50158 1.19 1.23 1.01 0.04
N -0.55829 -0.13561 1.01547 -0.51 2.12 -1.24 0.06
O -0.31425 0.05163 2.40751 1.27 -0.03 -1.04 0.00
C -1.27146 2.29877 0.65308 0.38 -1.18 0.68 0.02
C -2.93780 0.76632 1.32420 -2.39 0.32 0.76 0.00
C 0.61889 -2.17461 0.84650 -1.22 -1.53 -0.26 0.01
H -2.82036 -1.69141 1.57854 -0.32 0.26 -0.81 0.00
H -1.69405 -2.05130 2.70117 1.06 0.03 0.69 0.00
H -1.99452 -3.22694 1.43774 0.27 1.15 0.20 0.00
H -0.34470 -1.54685 -1.32169 1.81 0.36 -1.70 0.00
H -1.53995 -2.78905 -0.90090 0.77 0.89 0.10 0.00
H -3.28565 -1.07699 -0.78951 -0.27 -0.27 0.32 0.00
H -2.46508 -0.94354 -2.34146 0.07 -0.21 0.93 0.00
H -2.89769 1.11022 -1.13742 0.42 0.68 -0.47 0.00
H -1.14301 0.87506 -1.61527 -0.17 0.16 0.10 0.01
H -0.76398 2.46916 1.61445 0.10 -0.06 -0.43 0.01
H -0.64103 2.46617 -0.19529 0.73 0.85 -0.39 -0.02
H -2.14456 2.95977 0.64799 0.29 -0.19 -0.38 0.00
H -3.62648 -0.05401 1.20396 0.05 -0.61 -0.30 0.00
H -2.81090 0.82144 2.43532 0.07 0.43 -0.88 0.00
H -3.57432 1.62956 0.96416 0.73 -0.74 0.83 0.00
H 1.16769 -1.82534 -0.00261 0.73 0.09 -0.27 0.01
H 0.48284 -3.26571 0.72951 0.46 0.28 0.29 0.00
H 1.11294 -1.91280 1.76913 0.01 -0.04 0.26 0.00
H -1.13552 0.14491 2.86864 -1.14 -0.09 0.28 0.00
```
Positions in Å, forces in eV/Å.

(5)
Here is a cluster of 3 separate species, C13H26BO5S2 in total from OMol25. Energies are from ωB97M-V/def2-TZVPD.

The molar mass comes out at 337.3 g/mol. The charge is +1. The calculation puts the HOMO-LUMO gap at 7.69 eV. The value obtained for the total energy is -46480.9541 eV.

XYZ file:
```
47
Properties=species:S:1:pos:R:3:forces:R:3:mulliken_charge:R:1
C 1.57746 3.26243 2.78374 -0.78 0.12 -0.41 -0.83
B 1.35463 2.42661 1.48176 0.59 -0.31 0.99 0.40
O 1.67660 1.12060 1.41537 -1.05 0.13 -0.32 -0.37
S 0.57440 3.27761 -0.05258 -0.14 1.16 -0.52 -0.06
S 1.89693 3.15752 -1.61967 0.28 -0.58 -0.21 -0.14
C -0.89396 2.26934 -0.44666 0.35 -0.61 0.39 -0.05
C -1.85222 2.36145 0.72430 0.85 -0.14 -1.08 0.30
C -2.71298 1.30921 0.89292 -0.18 -0.73 -0.38 -0.93
C -3.58657 1.34544 1.93713 -1.01 -1.22 0.33 -0.75
C -3.60243 2.38095 2.83002 -0.58 0.31 0.81 -0.76
C -2.74203 3.42515 2.67567 0.47 1.02 0.50 0.17
C -2.68673 4.59419 3.62851 0.22 -0.36 -0.52 -1.35
C -1.87544 3.40311 1.60252 0.58 0.95 0.09 0.22
H 1.24551 2.67224 3.64256 0.17 -0.06 0.05 0.39
H 0.99506 4.18282 2.80755 0.20 0.13 0.00 0.25
H 2.63761 3.48817 2.91660 0.02 0.01 -0.02 0.35
H 1.44184 0.72231 2.26795 0.68 -0.28 0.01 0.29
H 2.16489 4.47643 -1.74244 -0.38 -0.08 0.29 0.24
H -0.52477 1.24504 -0.50918 -0.01 -0.04 -0.30 -0.02
H -1.31862 2.56606 -1.40377 0.23 0.33 -0.02 0.53
H -2.72194 0.46463 0.21868 0.08 -0.05 -0.09 0.47
H -4.26687 0.51782 2.09043 -0.03 -0.03 -0.08 0.39
H -4.28692 2.41623 3.66685 -0.11 -0.27 -0.02 0.44
H -1.64262 4.80387 3.86226 -0.02 0.05 0.21 0.28
H -3.06942 5.47555 3.11329 -0.23 0.09 0.31 0.34
H -3.22874 4.36776 4.54144 -0.09 0.27 0.03 0.39
H -1.21163 4.25166 1.47502 -0.01 0.07 -0.04 0.78
C 0.72612 -2.73702 -0.11752 -0.27 0.23 0.05 -0.35
C 1.44747 -1.96827 -1.20086 0.25 0.05 0.15 -0.24
O 1.28764 -0.55566 -0.98204 -0.15 0.10 -0.04 -0.45
O -0.65439 -2.38895 -0.10180 0.00 -0.11 -0.08 -0.52
H 0.80640 -3.81046 -0.28186 0.01 0.01 0.00 0.37
H 1.15163 -2.49357 0.86541 0.22 -0.13 -0.04 0.20
H 1.01260 -2.18570 -2.17393 -0.03 0.06 0.00 0.05
H 2.51097 -2.21611 -1.22160 -0.04 -0.14 -0.05 0.37
H 1.79696 -0.32459 -0.19692 -0.02 0.02 -0.03 0.27
H -0.68807 -1.44124 -0.27328 -0.01 0.00 0.00 0.31
C 1.60415 -4.82411 -3.49178 0.13 -0.25 0.28 -0.08
C 1.76888 -5.69751 -4.71730 -0.34 -0.16 0.02 -0.62
O 1.70479 -7.07295 -4.34072 0.16 0.10 0.04 -0.54
O 2.60495 -5.12237 -2.52784 0.05 0.18 -0.08 -0.51
H 1.68759 -3.76792 -3.75051 0.02 -0.01 -0.02 0.22
H 0.62477 -5.00307 -3.02657 -0.14 0.11 -0.23 0.25
H 2.74975 -5.54189 -5.16381 0.01 -0.03 0.01 0.30
H 0.99749 -5.48258 -5.46296 0.06 0.16 -0.02 0.34
H 0.79790 -7.26890 -4.08294 0.00 -0.07 -0.03 0.32
H 2.72140 -6.08134 -2.55147 0.01 0.00 0.03 0.33
```
Positions in Å, forces in eV/Å.